A single C5H9OP molecule in a non-equilibrium geometry. Source: the OMol25 dataset; level of theory: ωB97M-V with the def2-TZVPD basis set.

As for the multiplicity: 1. Its net charge is 0. The HOMO-LUMO gap (spin up / spin down) is 7.19 / 7.19 eV. The HOMO energy (spin up / spin down) comes out at -8.26 / -8.26 eV. For the lowest unoccupied orbital energy (spin up / spin down), the calculation gives -0.0391 / -0.0394 hartree.

The geometry in XYZ format:
```
16
C5H9OP ωB97M-V with the def2-TZVPD basis set
C 0.83 0.60 -0.40
C -0.53 0.29 -0.96
C 1.74 -0.57 -0.63
C -1.32 -0.54 0.04
C -1.47 0.15 1.41
O -1.66 -1.68 -0.28
P 3.33 -0.26 0.39
H 1.19 1.60 -0.75
H 0.63 0.68 0.73
H -0.91 1.30 -1.15
H -0.54 -0.20 -1.97
H 1.36 -1.54 -0.30
H 1.98 -0.68 -1.66
H -2.43 -0.10 1.79
H -1.46 1.34 1.47
H -0.73 -0.39 2.25
```

A single C5H9OP molecule in a non-equilibrium geometry. Source: the OMol25 dataset; level of theory: ωB97M-V with the def2-TZVPD basis set.

As for the multiplicity: 3. Its net charge is 0. The HOMO-LUMO gap (spin up / spin down) is 5.62 / 7.65 eV. The HOMO energy (spin up / spin down) comes out at -4.80 / -10.00 eV. For the lowest unoccupied orbital energy (spin up / spin down), the calculation gives 0.0302 / -0.0865 hartree.

The geometry in XYZ format:
```
16
C5H9OP ωB97M-V with the def2-TZVPD basis set
C -1.32 0.51 0.77
C -0.25 -0.42 0.60
C -1.75 1.30 1.69
C -0.02 -1.62 -0.45
C 1.36 0.58 -1.63
O 2.59 -0.86 0.51
P 1.35 -0.59 -0.25
H -1.75 0.67 -0.17
H -0.17 -0.86 1.60
H -1.36 1.29 2.64
H -2.53 2.02 1.59
H 0.12 -2.60 0.07
H -0.55 -1.59 -1.37
H 1.79 1.41 -1.18
H 2.05 0.10 -2.26
H 0.45 0.67 -2.14
```

A single C5H9OPS molecule in a non-equilibrium geometry. Source: the OMol25 dataset; level of theory: ωB97M-V with the def2-TZVPD basis set.

As for the multiplicity: 1. Its net charge is 0. The HOMO-LUMO gap (spin up / spin down) is 7.40 / 7.40 eV. The HOMO energy (spin up / spin down) comes out at -7.88 / -7.88 eV. For the lowest unoccupied orbital energy (spin up / spin down), the calculation gives -0.0173 / -0.0175 hartree.

The geometry in XYZ format:
```
17
C5H9OPS ωB97M-V with the def2-TZVPD basis set
C 0.23 -1.09 -1.48
C 1.40 -1.06 -0.98
C -1.08 -1.32 -0.73
C -1.14 -0.52 0.54
C 1.17 1.61 1.42
O 0.81 0.55 2.29
P 0.52 -0.85 1.59
S 0.40 -2.29 2.87
H 0.18 -0.98 -2.66
H 2.46 -1.09 -1.15
H -1.84 -1.09 -1.47
H -0.91 -2.44 -0.39
H -1.24 0.47 0.33
H -1.86 -0.76 1.41
H 2.22 1.86 1.15
H 0.51 2.49 1.72
H 0.85 1.34 0.43
```

2 unconnected molecules or ions with the total composition C5H9P in a non-equilibrium geometry. Source: the OMol25 dataset; level of theory: ωB97M-V with the def2-TZVPD basis set.

The SMILES is CC1=C=C1.CP. As for the multiplicity: 1. Its net charge is 0. The HOMO-LUMO gap is 9.28 eV. The HOMO energy comes out at -8.44 eV. For the lowest unoccupied orbital energy, the calculation gives 0.0306 hartree.

The geometry in XYZ format:
```
15
C5H9P ωB97M-V with the def2-TZVPD basis set
C 1.85 -1.42 -0.17
C 0.82 -0.88 0.56
C 1.87 -0.09 -0.03
C 2.58 1.13 -0.28
C -2.13 -0.73 -0.01
P -2.77 0.55 1.14
H 2.44 -2.23 -0.58
H -2.81 1.48 0.16
H 3.37 0.99 -1.16
H 2.92 1.61 0.60
H 1.91 1.89 -0.65
H -1.19 -0.27 -0.33
H -2.83 -0.82 -0.94
H -1.80 -1.74 0.39
H -4.20 0.54 1.31
```

A single C5H9P molecule in a non-equilibrium geometry. Source: the OMol25 dataset; level of theory: ωB97M-V with the def2-TZVPD basis set.

As for the multiplicity: 3. Its net charge is 0. The HOMO-LUMO gap (spin up / spin down) is 6.78 / 7.30 eV. The HOMO energy (spin up / spin down) comes out at -5.61 / -8.89 eV. For the lowest unoccupied orbital energy (spin up / spin down), the calculation gives 0.0432 / -0.0584 hartree.

The geometry in XYZ format:
```
15
C5H9P ωB97M-V with the def2-TZVPD basis set
C -1.08 1.27 -0.04
C -0.62 0.62 1.22
C -0.88 0.65 -1.32
C -0.48 -0.84 -0.84
C 1.63 -0.93 1.00
P -0.21 -1.10 0.94
H -1.43 2.26 0.05
H -0.76 1.20 2.14
H -1.69 0.71 -2.02
H 0.07 1.08 -1.75
H -1.16 -1.62 -1.13
H 0.51 -1.02 -1.15
H 1.94 -0.46 1.91
H 1.75 -0.15 0.25
H 2.41 -1.67 0.75
```

A molecular structure, C5HN3O in a non-equilibrium geometry. Source: the OMol25 dataset; level of theory: ωB97M-V with the def2-TZVPD basis set.

As for the multiplicity: 1. Its net charge is 0. The HOMO-LUMO gap is 9.13 eV. The HOMO energy comes out at -10.01 eV. For the lowest unoccupied orbital energy, the calculation gives -0.0321 hartree.

The geometry in XYZ format:
```
10
C5HN3O ωB97M-V with the def2-TZVPD basis set
C 0.18 2.57 0.02
C 0.23 1.33 0.11
C 0.46 0.00 -0.18
C -0.38 -1.07 0.12
C -1.32 -1.27 1.31
H 0.46 3.80 -0.52
N 1.19 -0.38 -1.22
N 0.91 -1.55 -1.49
N -1.75 -1.33 2.46
O 0.02 -2.09 -0.61
```

11 unconnected molecules or ions with the total composition C60H120F8N16O4PS2 in a non-equilibrium geometry. Source: the OMol25 dataset; level of theory: ωB97M-V with the def2-TZVPD basis set.

As for the multiplicity: 1. Its net charge is +7. The HOMO-LUMO gap is 8.96 eV. The HOMO energy comes out at -20.98 eV. For the lowest unoccupied orbital energy, the calculation gives -0.4415 hartree.

The geometry in XYZ format:
```
211
C60H120F8N16O4PS2 ωB97M-V with the def2-TZVPD basis set
C 2.42 2.63 2.58
C 3.44 2.51 1.47
N 4.71 3.29 1.72
C 4.75 4.59 2.14
C 6.03 4.90 2.43
N 6.76 3.76 2.18
C 5.96 2.82 1.72
C 8.23 3.69 2.38
H 2.84 2.38 3.55
H 1.64 1.89 2.40
H 1.98 3.63 2.51
H 3.17 2.72 0.44
H 3.78 1.47 1.50
H 3.87 5.21 2.20
H 6.51 5.81 2.74
H 6.28 1.84 1.40
H 8.65 4.69 2.50
H 8.70 3.15 1.57
H 8.39 3.13 3.30
C 3.98 -3.97 -2.78
C 2.77 -4.20 -1.91
N 2.39 -5.60 -1.77
C 1.44 -6.28 -2.50
C 1.40 -7.55 -2.06
N 2.24 -7.59 -0.95
C 2.75 -6.39 -0.77
C 2.44 -8.74 -0.07
H 4.20 -2.90 -2.83
H 3.85 -4.17 -3.85
H 4.87 -4.49 -2.45
H 1.90 -3.66 -2.28
H 2.92 -3.80 -0.90
H 1.01 -5.81 -3.37
H 0.88 -8.45 -2.34
H 3.38 -6.06 0.04
H 1.55 -9.36 0.03
H 2.72 -8.35 0.90
H 3.25 -9.39 -0.40
C 5.00 1.14 -3.30
C 5.78 2.32 -3.82
N 5.92 3.36 -2.75
C 6.87 3.42 -1.75
C 6.59 4.53 -1.03
N 5.50 5.16 -1.60
C 5.20 4.46 -2.70
C 5.02 6.52 -1.32
H 5.04 0.33 -4.03
H 3.95 1.39 -3.13
H 5.48 0.78 -2.39
H 5.38 2.84 -4.69
H 6.83 2.09 -4.05
H 7.61 2.66 -1.59
H 7.03 4.95 -0.15
H 4.47 4.76 -3.44
H 4.42 6.50 -0.42
H 4.51 6.87 -2.22
H 5.86 7.18 -1.16
C -1.82 4.80 2.96
C -1.84 3.29 3.10
N -2.92 2.68 2.35
C -3.03 2.63 0.97
C -4.19 2.00 0.71
N -4.81 1.72 1.91
C -4.01 2.16 2.87
C -6.15 1.16 2.08
H -1.21 5.26 3.74
H -2.79 5.27 3.12
H -1.50 5.15 1.98
H -1.88 3.01 4.15
H -0.87 2.87 2.82
H -2.24 3.06 0.37
H -4.72 1.87 -0.22
H -4.27 2.19 3.91
H -6.37 0.94 3.12
H -6.21 0.24 1.50
H -6.88 1.83 1.64
C -5.92 -8.44 0.60
C -4.64 -7.95 1.26
N -4.28 -6.59 0.79
C -4.99 -5.44 1.09
C -4.26 -4.45 0.53
N -3.16 -4.97 -0.10
C -3.17 -6.27 0.16
C -2.25 -4.30 -1.01
H -6.83 -8.25 1.16
H -5.86 -9.54 0.59
H -6.03 -8.14 -0.44
H -3.79 -8.57 0.97
H -4.66 -7.91 2.35
H -5.98 -5.50 1.51
H -4.43 -3.39 0.52
H -2.48 -7.01 -0.22
H -2.74 -4.21 -1.98
H -1.39 -4.93 -1.18
H -2.07 -3.27 -0.70
C 4.82 1.36 5.71
C 4.79 -0.15 5.63
N 4.27 -0.62 4.33
C 2.94 -0.81 4.03
C 2.84 -1.18 2.73
N 4.12 -1.10 2.23
C 4.97 -0.82 3.21
C 4.51 -1.45 0.86
H 5.61 1.84 5.14
H 4.94 1.71 6.74
H 3.87 1.79 5.39
H 4.15 -0.59 6.39
H 5.78 -0.58 5.79
H 2.23 -0.67 4.83
H 1.99 -1.43 2.12
H 6.04 -0.80 3.13
H 5.13 -0.67 0.43
H 3.62 -1.46 0.23
H 4.96 -2.43 0.85
C -1.98 4.65 -2.62
C -2.50 6.09 -2.75
C -1.58 7.09 -3.44
N -2.29 8.32 -3.97
C -3.22 7.97 -5.07
C -1.23 9.31 -4.47
C -1.28 10.54 -3.57
C -2.72 10.53 -3.05
C -3.06 9.07 -2.88
H -0.99 4.57 -2.17
H -2.03 4.14 -3.58
H -2.71 4.17 -1.95
H -2.85 6.47 -1.79
H -3.49 6.11 -3.22
H -1.13 6.67 -4.34
H -0.73 7.36 -2.81
H -3.92 7.21 -4.73
H -2.67 7.58 -5.93
H -3.76 8.87 -5.36
H -1.48 9.59 -5.49
H -0.26 8.84 -4.46
H -1.12 11.47 -4.11
H -0.56 10.44 -2.76
H -3.33 11.01 -3.82
H -2.95 11.11 -2.16
H -4.11 8.81 -2.99
H -2.73 8.70 -1.91
C 1.86 0.57 -6.31
C 0.48 1.02 -5.87
C -0.63 0.04 -6.16
N -2.02 0.49 -5.85
C -2.12 1.16 -4.52
C -2.99 -0.69 -5.86
C -3.51 -0.74 -7.27
C -3.72 0.71 -7.64
C -2.56 1.44 -6.92
H 2.57 1.39 -6.23
H 1.89 0.26 -7.36
H 2.22 -0.24 -5.67
H 0.28 1.90 -6.50
H 0.45 1.40 -4.85
H -0.46 -0.86 -5.57
H -0.64 -0.26 -7.21
H -3.13 1.47 -4.25
H -1.48 2.04 -4.57
H -1.74 0.54 -3.71
H -3.76 -0.53 -5.11
H -2.50 -1.60 -5.49
H -4.37 -1.39 -7.42
H -2.75 -1.18 -7.92
H -4.62 1.12 -7.19
H -3.71 0.87 -8.71
H -2.88 2.38 -6.47
H -1.75 1.69 -7.60
C -6.14 -4.04 8.01
C -4.67 -4.12 7.65
C -4.51 -4.73 6.26
N -3.09 -5.10 5.88
C -2.60 -6.23 6.73
C -2.13 -3.95 5.89
C -2.44 -3.17 4.61
C -3.13 -4.19 3.65
C -3.09 -5.51 4.43
H -6.31 -3.51 8.95
H -6.62 -5.01 8.04
H -6.62 -3.32 7.33
H -4.02 -4.61 8.37
H -4.29 -3.09 7.55
H -4.92 -4.14 5.44
H -5.02 -5.69 6.26
H -1.66 -6.59 6.30
H -3.27 -7.08 6.58
H -2.52 -5.90 7.76
H -1.11 -4.31 5.87
H -2.32 -3.42 6.82
H -1.58 -2.72 4.11
H -3.16 -2.36 4.79
H -2.46 -4.21 2.79
H -4.11 -3.92 3.28
H -2.09 -5.89 4.22
H -3.86 -6.26 4.30
N 1.72 -6.34 2.41
S 0.27 -6.91 2.55
O -0.63 -6.57 1.49
O -0.29 -6.96 3.86
F 0.58 -8.42 2.25
S 1.43 -4.72 2.38
O 0.83 -4.17 3.54
O 1.16 -4.20 1.08
F 2.95 -4.24 2.50
P 0.34 0.33 -0.58
F -0.34 1.01 0.73
F -0.04 -1.13 -0.06
F -1.06 0.43 -1.41
F 1.08 -0.34 -1.85
F 0.77 1.80 -1.12
F 1.77 0.28 0.26
```

Taking the records one at a time from the top gives ΔE to the lowest compared entry with this formula, charge and spin values of 331.5 250.4 351.9 397.8 4.6 403.5 0.0 kJ/mol.
Taking the records one at a time from the top gives total energy values of -16663.4537 -16660.7161 -27498.8151 -14614.1964 -14614.6791 -11711.7811 -148833.8540 eV.